No. 1
70
Properties=species:S:1:pos:R:3:nbo_charge:R:1 method="wB97M-V/def2-TZVPD" multiplicity=1 charge=0 relative_energy_kj_mol=128.8 orbital_gap_ha=0.358 smiles="C[N+](=O)[O-].C[N+](=O)[O-].C[N+](=O)[O-].C[N+](=O)[O-].C[N+](=O)[O-].C[N+](=O)[O-].C[N+](=O)[O-].C[N+](=O)[O-].C[N+](=O)[O-].C[N+](=O)[O-]"
C -2.11 0.63 3.80 -0.5001
N -3.17 0.08 4.69 0.5359
O -2.95 -0.99 5.20 -0.3797
O -4.21 0.70 4.77 -0.3724
H -2.31 0.16 2.84 0.2337
H -1.13 0.56 4.24 0.2418
H -2.31 1.69 3.65 0.2382
C -2.03 1.25 -4.18 -0.4813
N -2.37 1.03 -5.61 0.5352
O -2.95 0.01 -5.90 -0.3686
O -2.08 1.91 -6.38 -0.3793
H -2.78 1.87 -3.70 0.2142
H -1.07 1.75 -4.20 0.2321
H -1.98 0.29 -3.68 0.2444
C 0.09 -4.09 0.32 -0.4873
N 0.28 -5.15 -0.71 0.5387
O 1.43 -5.41 -1.02 -0.3958
O -0.69 -5.72 -1.13 -0.3595
H -0.97 -3.89 0.32 0.2299
H 0.72 -3.23 0.10 0.2482
H 0.43 -4.50 1.27 0.2202
C 4.74 -2.92 1.78 -0.4923
N 3.41 -2.50 1.36 0.5374
O 2.86 -3.17 0.51 -0.3330
O 2.90 -1.53 1.88 -0.4310
H 4.98 -2.43 2.72 0.2310
H 5.47 -2.51 1.07 0.2431
H 4.84 -4.00 1.83 0.2537
C 0.22 0.97 0.74 -0.4929
N -0.46 0.19 -0.33 0.5415
O -0.36 0.60 -1.47 -0.3945
O -0.97 -0.87 -0.03 -0.3884
H 0.65 1.83 0.24 0.2460
H 0.93 0.32 1.24 0.2336
H -0.56 1.32 1.40 0.2527
C -4.12 -2.29 -0.42 -0.5013
N -3.70 -3.03 -1.63 0.5348
O -2.50 -3.07 -1.83 -0.3664
O -4.55 -3.46 -2.36 -0.3621
H -4.71 -2.87 0.28 0.2359
H -4.76 -1.47 -0.73 0.2234
H -3.26 -1.95 0.15 0.2359
C 4.10 1.17 0.37 -0.4936
N 3.96 2.65 0.40 0.5326
O 2.94 3.12 -0.06 -0.3890
O 4.86 3.29 0.91 -0.3543
H 4.99 0.83 0.87 0.2306
H 4.15 0.88 -0.68 0.2391
H 3.14 0.84 0.78 0.2352
C 2.92 1.02 4.05 -0.4889
N 2.00 2.15 3.80 0.5330
O 0.86 1.93 3.44 -0.4122
O 2.45 3.27 3.95 -0.3470
H 3.84 1.30 3.54 0.2346
H 2.45 0.12 3.67 0.2398
H 3.04 0.94 5.13 0.2440
C 2.07 2.13 -3.48 -0.4974
N 2.01 1.40 -4.77 0.5326
O 2.78 1.74 -5.64 -0.3660
O 1.18 0.53 -4.88 -0.3771
H 1.42 3.00 -3.57 0.2401
H 3.08 2.47 -3.28 0.2290
H 1.72 1.53 -2.65 0.2383
C -4.48 2.12 -0.84 -0.4834
N -3.71 3.00 0.09 0.5388
O -2.71 2.54 0.61 -0.4162
O -4.12 4.13 0.26 -0.3453
H -5.08 2.78 -1.46 0.2400
H -5.05 1.42 -0.25 0.2379
H -3.72 1.60 -1.42 0.2293

***

No. 2
50
Properties=species:S:1:pos:R:3:nbo_charge:R:1 method="wB97M-V/def2-TZVPD" multiplicity=1 charge=0 relative_energy_kj_mol=270.7 orbital_gap_ha=0.288 smiles="COc1ccc(NC(=O)c2nn(C)c(C(=O)Nc3ccc(OC)cc3)c2[N+](=O)[O-])cc1"
C 1.12 4.32 -2.84 -0.2533
O 0.33 3.17 -2.71 -0.5146
C -0.18 2.87 -1.48 0.3521
C 0.16 3.51 -0.29 -0.3172
C -0.41 3.11 0.90 -0.2028
C -1.33 2.06 0.95 0.1302
N -1.90 1.74 2.18 -0.5841
C -2.35 0.57 2.67 0.6673
O -2.81 0.47 3.79 -0.5623
C -2.23 -0.65 1.82 0.0658
N -3.23 -1.21 1.17 -0.2288
N -2.80 -2.37 0.69 -0.1092
C -3.68 -3.18 -0.09 -0.4245
C -1.51 -2.61 1.00 0.0894
C -0.86 -3.90 0.66 0.6581
O -1.46 -4.95 0.81 -0.5935
N 0.40 -3.87 0.19 -0.5806
C 1.22 -2.76 -0.10 0.1079
C 0.72 -1.62 -0.70 -0.2370
C 1.53 -0.52 -0.93 -0.2492
C 2.88 -0.57 -0.58 0.2893
O 3.76 0.44 -0.75 -0.4885
C 3.28 1.68 -1.22 -0.2602
C 3.39 -1.75 -0.03 -0.2350
C 2.58 -2.82 0.21 -0.1879
C -1.10 -1.51 1.76 -0.0407
N 0.14 -1.26 2.38 0.5318
O 0.90 -2.20 2.53 -0.3751
O 0.36 -0.12 2.74 -0.3803
C -1.68 1.43 -0.24 -0.2273
C -1.10 1.82 -1.43 -0.2631
H 2.06 4.23 -2.29 0.1705
H 0.59 5.22 -2.51 0.1803
H 1.34 4.40 -3.90 0.2041
H 0.86 4.33 -0.29 0.2245
H -0.14 3.62 1.82 0.2154
H -1.86 2.47 2.88 0.4123
H -3.48 -3.07 -1.16 0.2088
H -4.70 -2.86 0.12 0.2384
H -3.55 -4.23 0.19 0.2549
H 0.86 -4.77 0.16 0.4161
H -0.32 -1.57 -1.00 0.2138
H 1.10 0.36 -1.38 0.2209
H 2.51 2.08 -0.54 0.1851
H 2.86 1.60 -2.23 0.1777
H 4.14 2.35 -1.23 0.1991
H 4.44 -1.78 0.22 0.2290
H 2.98 -3.72 0.67 0.2169
H -2.43 0.66 -0.24 0.2302
H -1.37 1.34 -2.36 0.2254

***

No. 3
16
Properties=species:S:1:pos:R:3:nbo_charge:R:1 method="wB97M-V/def2-TZVPD" multiplicity=1 charge=0 relative_energy_kj_mol=359.6 orbital_gap_ha=0.256
C 0.51 -2.66 0.06 0.2110
C 1.64 1.97 -1.02 -0.2010
C 1.25 0.69 -0.91 -0.3927
C -1.47 -1.18 0.41 -0.1432
C -0.21 -1.47 0.12 -0.1615
C 1.16 0.21 0.39 -0.0414
C -1.85 0.28 0.57 -0.6553
N 1.23 -3.57 -0.08 -0.3123
S 1.61 0.52 1.91 0.1388
H 1.91 2.47 -1.94 0.2068
H 1.56 2.62 -0.14 0.2109
H 0.84 0.07 -1.62 0.2470
H -2.25 -1.93 0.37 0.2167
H -1.94 0.71 -0.43 0.2250
H -2.79 0.42 1.10 0.2216
H -1.17 0.85 1.20 0.2299

***

No. 4
12
Properties=species:S:1:pos:R:3:nbo_charge:R:1 method="wB97M-V/def2-TZVPD" multiplicity=1 charge=0 relative_energy_kj_mol=67.9 orbital_gap_ha=0.374 smiles=CO.CS
C -1.62 -1.75 -0.86 -0.2470
O -0.26 -1.62 -1.20 -0.7241
H -1.75 -2.54 -0.13 0.1750
H -2.04 -0.85 -0.42 0.1549
H -2.26 -1.98 -1.73 0.1607
H -0.10 -0.69 -1.37 0.4745
C 1.79 1.68 1.15 -0.7157
S 0.52 1.70 -0.15 -0.0616
H 2.61 2.30 0.80 0.2268
H 1.38 2.05 2.08 0.2190
H 2.14 0.66 1.29 0.2193
H -0.40 1.02 0.55 0.1183

***

No. 5
41
Properties=species:S:1:pos:R:3:nbo_charge:R:1 method="wB97M-V/def2-TZVPD" multiplicity=1 charge=0 relative_energy_kj_mol=0.0 orbital_gap_ha=0.320 smiles="C[C@@H](c1ccc(C(F)(F)F)cc1)N1N=C(CCO)[C@@H]2C(=O)N=C(O)N=C21"
C -2.34 -1.33 1.33 -0.6154
C -1.76 -0.11 0.61 -0.0674
C -1.18 0.99 1.50 -0.0450
C -0.36 0.69 2.62 -0.1378
C 0.24 1.72 3.38 -0.1995
C 0.05 3.05 3.03 -0.1355
C 0.87 4.12 3.76 0.9777
F 1.38 3.71 4.95 -0.3192
F 1.89 4.40 2.92 -0.3189
F 0.08 5.22 4.05 -0.3306
C -0.75 3.39 1.92 -0.1924
C -1.34 2.37 1.15 -0.1903
N -0.80 -0.52 -0.45 -0.2389
N -1.14 -0.52 -1.79 -0.2072
C -0.15 -1.11 -2.40 0.2869
C -0.22 -1.40 -3.86 -0.4902
C 0.21 -0.21 -4.67 -0.0475
O 0.58 -0.60 -6.00 -0.7182
C 1.00 -1.47 -1.52 -0.4997
C 1.59 -2.83 -1.36 0.6722
O 1.46 -3.65 -2.24 -0.5365
N 2.36 -3.10 -0.26 -0.6318
C 2.01 -2.48 0.80 0.7296
O 2.70 -2.85 1.87 -0.6209
N 0.92 -1.65 0.89 -0.5913
C 0.38 -1.24 -0.22 0.5362
H -1.60 -1.75 2.00 0.2255
H -3.24 -1.06 1.93 0.2236
H -2.70 -2.07 0.65 0.2223
H -2.61 0.32 0.08 0.2321
H -0.10 -0.33 2.92 0.2314
H 0.85 1.48 4.23 0.2310
H -0.88 4.48 1.68 0.2356
H -1.92 2.64 0.28 0.2186
H -1.28 -1.68 -4.09 0.2268
H 0.42 -2.26 -4.11 0.2622
H 1.07 0.27 -4.21 0.1747
H -0.59 0.56 -4.65 0.1698
H -0.19 -0.88 -6.51 0.4705
H 1.83 -0.77 -1.66 0.3003
H 3.24 -3.54 1.46 0.5071

***

No. 6
13
Properties=species:S:1:pos:R:3:nbo_charge:R:1 method="wB97M-V/def2-TZVPD" multiplicity=1 charge=0 relative_energy_kj_mol=77.1 orbital_gap_ha=0.379 smiles=C[C@@H](Br)C(O)(O)Br
C -0.48 -1.18 -0.40 -0.6138
C 0.64 -0.17 0.08 -0.3316
Br 2.05 -0.29 -1.24 0.0068
C 0.28 1.33 0.13 0.6578
O 1.19 2.22 0.49 -0.6951
O -0.44 1.70 -0.96 -0.6791
Br -1.20 1.32 1.78 -0.2880
H -1.42 -1.11 0.06 0.2355
H -0.10 -2.24 -0.06 0.2220
H -0.71 -1.11 -1.38 0.2212
H 1.21 -0.51 1.03 0.2538
H 1.29 2.17 1.42 0.5134
H 0.03 2.43 -1.33 0.4972

***

No. 7
23
Properties=species:S:1:pos:R:3:nbo_charge:R:1 method="wB97M-V/def2-TZVPD" multiplicity=1 charge=+3 orbital_gap_ha=0.196
Re 0.91 0.31 -0.07 0.4597
Se 3.51 -2.31 3.74 -0.0684
Sb 4.87 -1.37 2.21 1.0296
Se 2.57 -1.12 -0.25 0.3089
Se 0.67 0.68 2.08 0.5453
Se 6.65 -0.49 1.15 0.0012
C 0.69 3.45 -0.78 -0.2462
O 1.51 2.21 -0.82 -0.7447
H 0.99 4.06 -1.63 0.2493
H 0.87 3.94 0.17 0.2263
H -0.34 3.14 -0.89 0.2138
H 2.44 2.40 -1.00 0.5509
Cl -0.92 -1.51 2.58 0.2057
C -1.52 -1.44 0.97 -0.0518
C -0.73 -0.84 -0.03 -0.3069
C -1.35 -0.69 -1.26 -0.0251
Cl -0.32 0.34 -2.28 0.2163
C -2.60 -1.11 -1.63 -0.0966
Cl -3.22 -0.82 -3.18 0.1910
C -3.32 -1.80 -0.63 -0.0021
Cl -4.84 -2.42 -0.99 0.2487
C -2.79 -1.94 0.68 -0.0883
Cl -3.70 -2.71 1.89 0.1834

***

No. 8
6
Properties=species:S:1:pos:R:3:nbo_charge:R:1 method="wB97M-V/def2-TZVPD" multiplicity=1 charge=0 relative_energy_kj_mol=734.5 orbital_gap_ha="0.328 / 0.324"
C -0.23 -0.15 0.28 -0.0430
N -1.02 -0.53 1.21 -0.3912
O -3.07 -0.21 2.22 -0.1100
Cl -0.61 -1.76 2.15 0.1993
H -0.37 0.72 -0.28 0.1854
H 0.73 -0.40 0.15 0.1595

***

No. 9
97
Properties=species:S:1:pos:R:3:lowdin_charge:R:1 method="wB97M-V/def2-TZVPD" multiplicity=1 charge=0 orbital_gap_ha=0.316
H 5.80 -1.74 4.07 0.0171
N 5.87 -2.73 3.75 0.0301
C 5.31 -2.87 2.47 -0.1298
C 4.69 -1.51 1.80 -0.0985
C 3.50 -1.75 0.70 -0.2802
C 3.55 -0.37 -0.18 -0.1108
C 3.71 1.01 0.69 -0.2011
C 3.38 2.35 -0.26 -0.2438
N 4.43 2.29 -1.38 -0.0624
O 4.12 -2.78 -0.21 -0.0374
C 3.47 -4.12 -0.10 -0.1905
O 3.76 -5.27 -0.71 0.0447
O 2.44 -3.83 0.96 -0.0423
C 2.06 -2.39 1.16 -0.1743
C 1.71 -1.97 2.70 -0.1247
C 2.19 -3.04 3.85 -0.1033
C 0.77 -2.29 0.10 -0.1857
F 1.20 -2.28 -1.33 -0.0229
F 0.03 -3.59 0.28 -0.0166
C -0.16 -0.97 0.33 -0.1369
C -1.55 -1.23 1.15 -0.2696
Si -3.17 -1.04 0.13 0.5100
C -4.42 -2.37 0.82 -0.2359
C -3.00 -1.38 -1.75 -0.2005
C -3.93 0.69 0.56 -0.2170
C -4.01 1.88 -0.58 -0.0488
C -4.63 3.37 -0.14 -0.0605
C -5.13 3.56 1.44 -0.0871
C -5.09 2.37 2.57 -0.0703
C -4.47 0.89 2.11 -0.0627
H 5.31 -3.95 2.01 0.1316
H 4.39 -0.80 2.70 0.1106
H 5.59 -0.98 1.22 0.1450
H 4.53 -0.45 -0.87 0.1423
H 2.66 -0.22 -0.92 0.1214
H 3.09 1.02 1.70 0.1094
H 4.85 1.16 1.02 0.1139
H 2.29 2.20 -0.64 0.0935
H 3.56 3.36 0.31 0.1177
H 5.30 1.78 -1.04 0.0649
H 4.79 3.26 -1.61 0.0693
H 2.23 -0.93 2.98 0.1178
H 0.55 -1.78 2.90 0.1195
H 3.24 -2.72 4.33 0.0754
H 1.42 -2.94 4.74 0.0890
H 2.16 -4.17 3.53 0.0945
H -0.47 -0.59 -0.76 0.1119
H 0.44 -0.08 0.81 0.1267
H -1.59 -0.39 2.01 0.0940
H -1.61 -2.25 1.72 0.0912
H -4.52 -2.19 1.99 0.0392
H -4.02 -3.45 0.59 0.0565
H -5.47 -2.13 0.35 0.0553
H -3.54 -0.55 -2.40 0.0454
H -3.58 -2.39 -1.99 0.0592
H -1.88 -1.58 -2.12 0.0546
H -3.60 1.65 -1.66 0.0683
H -4.69 4.21 -0.95 0.0736
H -5.53 4.64 1.71 0.0770
H -5.49 2.60 3.65 0.0797
H -4.42 0.05 2.94 0.0822
C -7.51 -0.15 -4.77 -0.0510
O -6.93 -0.54 -6.02 -0.0108
C -5.72 -1.15 -5.91 -0.5593
O -5.12 -1.37 -4.87 0.1003
O -5.30 -1.46 -7.16 -0.0107
C -4.03 -2.11 -7.21 -0.0498
H -8.47 0.32 -4.98 0.0943
H -7.68 -1.03 -4.14 0.0992
H -6.87 0.57 -4.26 0.0962
H -4.07 -3.06 -6.67 0.0996
H -3.25 -1.46 -6.79 0.0969
H -3.79 -2.31 -8.25 0.0945
C 2.03 2.25 5.54 -0.0492
O 3.19 2.45 6.34 -0.0045
C 4.23 1.64 6.03 -0.5555
O 4.24 0.79 5.15 0.0859
O 5.26 1.94 6.86 -0.0051
C 6.43 1.16 6.65 -0.0487
H 1.26 2.95 5.88 0.0968
H 2.24 2.46 4.49 0.0928
H 1.64 1.24 5.67 0.0969
H 6.83 1.32 5.64 0.0979
H 6.23 0.10 6.82 0.0991
H 7.19 1.48 7.37 0.0962
C 1.19 2.49 -3.49 -0.0567
O 0.41 3.23 -4.43 -0.0065
C -0.87 2.80 -4.55 -0.5582
O -1.38 1.88 -3.93 0.0957
O -1.49 3.58 -5.47 -0.0081
C -2.86 3.25 -5.69 -0.0490
H 2.20 2.92 -3.48 0.0885
H 0.77 2.59 -2.48 0.0845
H 1.26 1.44 -3.78 0.1030
H -3.45 3.37 -4.78 0.0945
H -2.95 2.23 -6.08 0.0957
H -3.26 3.93 -6.45 0.0955

***

No. 10
6
Properties=species:S:1:pos:R:3:nbo_charge:R:1 method="wB97M-V/def2-TZVPD" multiplicity=1 charge=0 relative_energy_kj_mol=2.5 orbital_gap_ha=0.411 smiles="C=O.N#N"
C -1.32 0.03 0.01 0.2902
O -0.14 -0.19 -0.07 -0.4997
H -1.87 0.73 -0.66 0.1043
H -1.97 -0.48 0.74 0.1031
N 2.54 -0.57 -0.11 0.0135
N 2.76 0.48 0.09 -0.0115

***

No. 11
21
Properties=species:S:1:pos:R:3:nbo_charge:R:1 method="wB97M-V/def2-TZVPD" multiplicity=1 charge=0 relative_energy_kj_mol=21.8 orbital_gap_ha=0.366 smiles="C[C@@]1(Br)CCCO[C@H]1C=O"
C -1.75 -0.71 1.24 -0.7195
C -0.54 -0.79 0.42 0.1225
Br 0.38 -2.70 0.61 -0.1013
C -0.79 -0.48 -1.05 -0.5049
C 0.56 -0.48 -1.68 -0.4355
C 1.46 0.65 -1.10 -0.0751
O 1.79 0.29 0.25 -0.5019
C 0.76 0.28 1.07 0.0173
C 0.39 1.70 1.24 0.3736
O -0.45 2.28 0.56 -0.5238
H -2.66 -0.97 0.67 0.2201
H -1.89 0.31 1.50 0.2372
H -1.91 -1.33 2.14 0.2443
H -1.15 0.55 -1.12 0.2445
H -1.58 -1.17 -1.47 0.2255
H 1.06 -1.42 -1.47 0.2250
H 0.64 -0.37 -2.71 0.2162
H 2.38 0.61 -1.59 0.1988
H 0.97 1.63 -1.27 0.1873
H 1.06 -0.21 2.15 0.2185
H 1.26 2.34 1.60 0.1314

***

No. 12
11
Properties=species:S:1:pos:R:3:nbo_charge:R:1 method="wB97M-V/def2-TZVPD" multiplicity=1 charge=0 relative_energy_kj_mol=298.3 orbital_gap_ha=0.361
N 0.73 1.54 -0.85 -0.7942
C 0.08 0.44 -0.32 0.3422
N -1.20 0.21 -0.50 -0.3093
N -1.44 -0.91 0.28 -0.4119
C -0.41 -1.52 0.91 -0.0341
C 0.66 -0.57 0.55 -0.5672
H 1.69 1.39 -1.11 0.3833
H 0.20 2.01 -1.59 0.3940
H -2.40 -1.23 0.32 0.4049
H 0.37 -0.51 1.72 0.3363
H 1.70 -0.84 0.59 0.2560